# 1
DFT (ωB97M-V with the def2-TZVPD basis set) results for a cluster of 7 separate species, C20H39N3O4S4 in total at a distorted geometry.

## Properties
energy relative to the best compared isomer or geometry (same formula, charge and spin)	7.34	kcal/mol
E_HOMO	-7.90	eV

Geometry as ORCA input:
```
! RIJCOSX wB97M-V def2-TZVPD def2/J DEFGRID3
* xyz 0 1
C 0.02 1.53 3.73
S -0.67 3.19 3.71
O -2.13 3.00 3.53
C -0.42 3.53 5.45
H 1.08 1.55 3.97
H -0.07 1.09 2.74
H -0.51 0.95 4.48
H 0.53 3.09 5.76
H -1.20 3.03 6.02
H -0.45 4.60 5.62
C 4.83 0.30 -0.38
S 4.92 -0.40 -2.05
O 6.06 -1.33 -2.04
C 5.45 1.11 -2.86
H 5.63 1.04 -0.29
H 5.02 -0.51 0.32
H 3.86 0.76 -0.22
H 4.61 1.80 -2.99
H 5.84 0.87 -3.85
H 6.23 1.61 -2.28
C -3.96 -3.76 -1.75
S -3.03 -2.60 -2.74
O -2.04 -3.36 -3.52
C -4.39 -2.20 -3.85
H -3.28 -4.16 -0.98
H -4.25 -4.61 -2.37
H -4.81 -3.31 -1.23
H -4.03 -1.98 -4.85
H -4.99 -1.39 -3.45
H -5.07 -3.05 -3.98
C 1.47 -0.66 0.68
S 1.62 -1.59 -0.85
O 1.97 -2.98 -0.47
C -0.13 -1.63 -1.25
H 1.38 0.40 0.44
H 2.40 -0.81 1.22
H 0.64 -1.00 1.29
H -0.17 -2.05 -2.26
H -0.61 -0.66 -1.22
H -0.55 -2.44 -0.66
N 2.19 6.17 -1.50
C 0.99 5.88 -0.91
C 0.82 4.52 -0.93
C 1.96 3.97 -1.59
C 2.80 5.00 -1.91
H 2.60 7.08 -1.62
H 0.45 6.69 -0.45
H -0.04 4.01 -0.54
H 2.11 2.93 -1.83
H 3.70 4.98 -2.49
N -3.06 1.81 1.14
C -4.05 1.14 0.48
C -3.66 1.01 -0.82
C -2.38 1.62 -0.95
C -2.07 2.14 0.27
H -3.12 2.19 2.08
H -4.94 0.82 0.99
H -4.23 0.63 -1.66
H -1.77 1.66 -1.84
H -1.21 2.68 0.61
N 0.19 -5.04 0.78
C -0.83 -4.36 1.38
C -1.22 -5.08 2.49
C -0.45 -6.28 2.50
C 0.43 -6.20 1.44
H 0.64 -4.78 -0.09
H -1.17 -3.39 1.07
H -1.97 -4.77 3.20
H -0.50 -7.07 3.22
H 1.00 -6.96 0.94
*
```

=====

# 2
DFT (ωB97M-V with the def2-TZVPD basis set) results for a structure of composition C20H39N5NaO5 at a distorted geometry.

## Properties
energy relative to the best compared isomer or geometry (same formula, charge and spin)	9.14	kcal/mol
E_HOMO	-11.53	eV

Geometry as ORCA input:
```
! RIJCOSX wB97M-V def2-TZVPD def2/J DEFGRID3
* xyz 1 1
Na -0.24 1.79 -0.23
C 2.85 -0.89 -3.22
C 2.51 -0.43 -1.80
C 2.15 -1.65 -0.94
C 2.34 -1.57 0.59
C 1.93 -2.91 1.19
C 3.77 -1.21 0.98
N 1.40 -0.52 1.10
C 1.35 -0.17 2.55
C -0.12 -0.22 2.99
N -1.01 0.47 2.03
C -1.15 1.85 2.53
C -2.01 2.85 1.77
O -3.00 3.35 2.22
O -1.49 3.17 0.55
C -2.33 -0.21 1.85
C -2.25 -1.74 1.86
C -3.09 0.27 0.59
C -2.70 -0.12 -0.86
C -3.34 0.95 -1.76
C -3.27 -1.49 -1.26
N -1.22 -0.10 -1.02
C -0.71 -0.32 -2.39
C 0.43 0.64 -2.74
N 1.51 0.66 -1.75
C 2.19 1.97 -1.65
C 2.54 2.11 -0.15
O 3.70 2.07 0.22
O 1.48 2.10 0.59
H 3.74 -1.51 -3.20
H 3.07 -0.04 -3.87
H 2.05 -1.48 -3.66
H 3.43 0.00 -1.38
H 2.79 -2.48 -1.27
H 1.12 -1.96 -1.16
H 2.62 -3.68 0.86
H 0.92 -3.21 0.88
H 1.96 -2.89 2.28
H 4.47 -1.81 0.41
H 3.94 -1.42 2.04
H 3.98 -0.15 0.81
H 1.57 0.41 0.64
H 0.44 -0.74 0.83
H 1.78 0.82 2.66
H 1.94 -0.88 3.13
H -0.20 0.20 4.00
H -0.40 -1.26 3.07
H -0.15 2.29 2.58
H -1.59 1.85 3.54
H -2.98 0.07 2.69
H -1.44 -2.14 1.25
H -3.19 -2.14 1.48
H -2.13 -2.14 2.87
H -3.15 1.36 0.62
H -4.13 -0.05 0.73
H -4.38 1.10 -1.47
H -3.34 0.67 -2.81
H -2.82 1.91 -1.66
H -4.33 -1.56 -1.02
H -2.75 -2.30 -0.75
H -3.16 -1.66 -2.33
H -0.90 -0.88 -0.46
H -1.50 -0.16 -3.12
H -0.38 -1.36 -2.52
H 0.00 1.64 -2.79
H 0.78 0.40 -3.75
H 1.52 2.78 -1.93
H 3.09 2.03 -2.27
O -2.40 5.26 0.43
N -2.08 4.43 -0.24
*
```